ORCA calculation (ωB97M-V with the def2-TZVPD basis set) on C30H39N5O4S2 in the gas phase at a distorted geometry.

Last column: Mulliken charge in e.
Positions of all 80 atoms, in Å:
C (-0.361, -0.026, -1.885)  0.0959
C (-0.711, 0.349, -3.323)  -0.6822
C (-1.967, -0.358, -3.849)  -0.7214
C (-3.250, 0.454, -3.635)  -1.1409
N (-3.480, 0.734, -2.241)  -0.0446
C (-3.309, 1.951, -1.706)  0.8085
O (-3.187, 2.977, -2.378)  -0.8847
C (-3.232, 1.990, -0.230)  -0.4326
C (-2.965, 3.170, 0.419)  -0.3161
N (-2.937, 4.370, -0.156)  -0.3213
C (-2.627, 3.041, 1.879)  0.1128
C (-1.140, 3.445, 1.961)  0.6649
O (-0.844, 4.620, 1.955)  -0.7019
N (-0.296, 2.398, 1.921)  0.1534
C (1.098, 2.395, 1.837)  0.6697
C (1.877, 3.537, 1.993)  -0.6929
C (3.254, 3.449, 1.901)  -1.1638
C (3.900, 2.242, 1.646)  0.4956
C (5.386, 2.153, 1.550)  -1.6015
C (3.100, 1.117, 1.481)  -0.3775
S (3.812, -0.495, 1.140)  1.4540
O (4.798, -0.818, 2.130)  -0.8060
O (2.724, -1.421, 0.968)  -0.7172
N (4.627, -0.180, -0.292)  0.3018
C (5.762, -1.040, -0.563)  -1.0667
C (5.331, -2.390, -1.133)  -0.4351
C (4.488, -2.174, -2.388)  -1.0122
C (3.282, -1.301, -2.046)  -0.0810
C (3.755, 0.016, -1.431)  -1.0118
C (1.727, 1.180, 1.578)  -0.2397
S (-2.978, 1.326, 2.344)  -0.2850
C (-3.255, 0.832, 0.611)  0.3960
N (-3.452, -0.356, 0.244)  -0.3027
C (-3.339, -1.486, 1.038)  -0.7211
C (-2.136, -1.805, 1.660)  -0.0127
C (-2.009, -2.980, 2.374)  -1.0286
C (-3.079, -3.855, 2.489)  0.8729
C (-2.963, -5.121, 3.284)  -1.5135
C (-4.275, -3.530, 1.858)  -0.8490
C (-4.425, -2.367, 1.125)  0.9372
C (-5.719, -2.016, 0.457)  -1.3379
H (-1.173, 0.219, -1.206)  -0.3220
H (-0.159, -1.092, -1.805)  0.4920
H (0.528, 0.513, -1.561)  -0.1611
H (0.138, 0.091, -3.960)  0.4718
H (-0.854, 1.430, -3.391)  0.3283
H (-1.868, -0.534, -4.921)  0.3803
H (-2.069, -1.329, -3.359)  0.4029
H (-4.105, -0.098, -4.039)  0.3492
H (-3.177, 1.417, -4.147)  0.4720
H (-3.540, -0.047, -1.591)  0.3006
H (-2.493, 5.138, 0.322)  0.2828
H (-3.001, 4.334, -1.179)  0.2769
H (-3.210, 3.724, 2.500)  0.5781
H (-0.731, 1.478, 1.935)  -0.2327
H (1.401, 4.484, 2.188)  0.5272
H (3.845, 4.342, 2.035)  0.4078
H (5.853, 3.044, 1.963)  0.4786
H (5.737, 1.272, 2.081)  0.3120
H (5.685, 2.047, 0.508)  0.2532
H (6.289, -1.166, 0.383)  0.4463
H (6.414, -0.516, -1.271)  0.3976
H (6.212, -2.992, -1.358)  0.3979
H (4.736, -2.910, -0.379)  0.2775
H (4.154, -3.133, -2.787)  0.4044
H (5.094, -1.681, -3.154)  0.3263
H (2.689, -1.093, -2.938)  0.3110
H (2.655, -1.816, -1.318)  0.1947
H (2.907, 0.610, -1.084)  0.3876
H (4.310, 0.603, -2.173)  0.3606
H (1.165, 0.267, 1.448)  0.8109
H (-1.290, -1.141, 1.554)  0.8432
H (-1.064, -3.215, 2.842)  0.4061
H (-3.444, -5.948, 2.765)  0.3767
H (-3.454, -5.002, 4.250)  0.2921
H (-1.920, -5.373, 3.460)  0.3641
H (-5.113, -4.208, 1.939)  0.3631
H (-5.549, -1.766, -0.590)  0.2703
H (-6.163, -1.141, 0.933)  0.2943
H (-6.423, -2.841, 0.518)  0.4165

Output
Multiplicity   1
Total energy   -2537.7808 hartree
SMILES   CCCCNC(=O)C1=C(N)[C@H](C(=O)Nc2ccc(C)c(S(=O)(=O)N3CCCCC3)c2)S/C1=N\c1ccc(C)cc1C
E_HOMO   -8.10 eV
Orbital gap   8.47 eV